{"formula": "C2H6N3", "method": "ωB97M-V/def2-TZVPD", "symbols": ["C", "C", "N", "N", "N", "H", "H", "H", "H", "H", "H"], "positions_angstrom": [[-1.712, -0.440, -0.207], [1.881, -0.053, -0.156], [-2.385, -1.038, -0.990], [-0.841, -0.151, 0.673], [1.357, 0.969, 0.271], [2.900, -0.351, -0.061], [-3.084, -0.739, -1.728], [1.108, -0.789, -0.417], [-1.380, 0.081, 1.529], [1.976, 1.740, 0.690], [0.178, 0.771, 0.394]], "homo_ev": -15.4, "max_force_ha_per_bohr": 0.0909, "e_above_lowest_kcal_mol": 49.66, "charge": 1}

=====

{"formula": "C34H45N5OPdSi", "method": "ωB97M-V/def2-TZVPD", "symbols": ["Pd", "C", "C", "C", "C", "C", "C", "C", "C", "C", "C", "C", "C", "N", "C", "C", "C", "C", "C", "N", "C", "C", "C", "C", "H", "H", "H", "H", "H", "H", "H", "H", "H", "H", "H", "H", "H", "H", "H", "H", "H", "H", "H", "H", "H", "H", "H", "H", "H", "H", "H", "H", "H", "C", "Si", "C", "C", "O", "H", "H", "H", "H", "H", "H", "H", "H", "H", "N", "C", "C", "C", "C", "C", "C", "C", "N", "C", "C", "N", "C", "H", "H", "H", "H", "H", "H", "H"], "positions_angstrom": [[0.253, -0.733, -0.130], [1.680, 2.115, -3.506], [1.535, 0.884, -2.614], [0.306, 0.067, -3.026], [2.767, -0.001, -2.609], [3.532, -0.157, -3.752], [4.639, -0.994, -3.759], [4.981, -1.703, -2.624], [4.253, -1.587, -1.444], [4.655, -2.459, -0.266], [6.014, -2.038, 0.299], [4.667, -3.941, -0.655], [3.157, -0.703, -1.452], [2.374, -0.549, -0.278], [2.951, -0.367, 0.868], [2.170, -0.494, 2.047], [2.535, -0.338, 3.421], [1.428, -0.663, 4.133], [0.389, -1.039, 3.171], [0.858, -0.914, 1.941], [-1.003, -1.513, 3.474], [-1.268, -2.806, 2.690], [-1.176, -1.782, 4.969], [-1.987, -0.414, 3.031], [0.831, 2.782, -3.363], [1.706, 1.851, -4.564], [2.589, 2.670, -3.273], [1.370, 1.243, -1.598], [0.388, -0.258, -4.065], [-0.607, 0.656, -2.915], [0.198, -0.858, -2.435], [3.272, 0.386, -4.649], [5.232, -1.097, -4.658], [5.835, -2.366, -2.652], [3.912, -2.361, 0.529], [6.799, -2.166, -0.447], [6.274, -2.652, 1.162], [6.032, -0.990, 0.605], [5.445, -4.161, -1.385], [3.711, -4.249, -1.080], [4.865, -4.554, 0.225], [4.015, -0.159, 0.932], [3.500, -0.029, 3.787], [1.315, -0.678, 5.204], [-0.601, -3.607, 3.013], [-1.125, -2.657, 1.620], [-2.295, -3.130, 2.863], [-0.480, -2.542, 5.326], [-2.186, -2.144, 5.157], [-1.039, -0.875, 5.560], [-1.817, -0.121, 1.993], [-1.877, 0.479, 3.647], [-3.006, -0.784, 3.154], [-0.678, 3.058, 2.282], [-0.004, 2.696, 0.573], [1.859, 2.893, 0.621], [-0.777, 3.892, -0.649], [-0.468, 1.186, 0.117], [-0.502, 4.097, 2.570], [-0.200, 2.430, 3.038], [-1.756, 2.885, 2.341], [2.120, 3.910, 0.923], [2.347, 2.710, -0.339], [2.297, 2.222, 1.364], [-0.297, 4.873, -0.615], [-1.836, 4.064, -0.430], [-0.703, 3.530, -1.677], [-8.966, 3.986, -1.861], [-8.121, 3.223, -1.682], [-7.082, 2.285, -1.463], [-5.768, 2.738, -1.203], [-4.768, 1.839, -0.998], [-5.049, 0.440, -1.046], [-6.377, -0.008, -1.303], [-7.371, 0.898, -1.509], [-4.049, -0.464, -0.855], [-4.126, -1.860, -0.810], [-2.867, -2.299, -0.634], [-1.982, -1.212, -0.574], [-2.692, -0.146, -0.695], [-5.573, 3.801, -1.168], [-3.768, 2.192, -0.794], [-6.595, -1.063, -1.351], [-8.383, 0.576, -1.713], [-5.049, -2.401, -0.897], [-2.519, -3.315, -0.559], [-2.263, 0.847, -0.630]], "homo_ev": [-13.4, -13.6], "max_force_ha_per_bohr": 0.0063, "spin_multiplicity": 5, "e_above_lowest_kcal_mol": 13.81, "charge": 2}

=====

{"formula": "C6H13N3", "method": "ωB97M-V/def2-TZVPD", "symbols": ["C", "C", "C", "N", "C", "C", "N", "C", "N", "H", "H", "H", "H", "H", "H", "H", "H", "H", "H", "H", "H", "H"], "positions_angstrom": [[3.184, -0.120, 0.577], [2.285, -0.361, -0.368], [0.614, 0.460, -0.252], [0.563, 1.800, 0.021], [-0.123, -0.569, -0.421], [-0.157, -2.042, -0.482], [-1.810, 0.050, -0.340], [-2.349, 0.042, 1.002], [-2.153, 1.251, -0.964], [4.219, -0.442, 0.504], [2.926, 0.402, 1.495], [2.539, -0.911, -1.268], [0.624, 2.028, 1.006], [1.240, 2.337, -0.506], [0.326, -2.482, 0.390], [-1.195, -2.366, -0.516], [0.371, -2.391, -1.370], [-2.084, -0.894, 1.493], [-1.974, 0.879, 1.615], [-3.440, 0.126, 0.962], [-1.605, 2.044, -0.614], [-2.001, 1.159, -1.963]], "smiles": "C=C/C(N)=C(\\C)N(C)N", "homo_ev": -7.2, "max_force_ha_per_bohr": 0.1455, "e_above_lowest_kcal_mol": 126.80, "charge": 0}

=====

{"formula": "C5H11OP", "method": "ωB97M-V/def2-TZVPD", "symbols": ["C", "C", "C", "C", "C", "O", "P", "H", "H", "H", "H", "H", "H", "H", "H", "H", "H", "H"], "positions_angstrom": [[-1.330, -0.524, 1.907], [0.122, 1.303, -0.455], [-0.072, -1.297, -0.925], [1.998, -0.339, 0.250], [0.647, -0.178, -0.366], [-1.091, -1.077, 2.920], [-3.127, -0.573, 1.041], [-0.886, 1.327, -0.107], [0.821, 1.779, 0.049], [-0.025, 1.616, -1.541], [-1.172, -1.179, -0.747], [0.268, -2.220, -0.628], [0.030, -1.299, -2.097], [2.149, 0.088, 1.292], [2.201, -1.448, 0.231], [2.826, 0.222, -0.257], [-3.792, -1.585, 1.584], [-3.568, 0.281, 1.987]], "homo_ev": [-6.8, -8.0], "max_force_ha_per_bohr": 0.1315, "e_above_lowest_kcal_mol": 115.80, "charge": 0}

=====

{"formula": "C35H16BF15Fe", "method": "ωB97M-V/def2-TZVPD", "symbols": ["C", "C", "C", "C", "C", "Fe", "C", "C", "C", "C", "C", "C", "C", "C", "C", "C", "C", "C", "H", "H", "H", "H", "H", "H", "H", "H", "H", "H", "H", "H", "H", "H", "H", "F", "C", "C", "F", "C", "F", "C", "B", "C", "C", "F", "C", "F", "C", "F", "C", "F", "C", "F", "C", "C", "F", "C", "F", "C", "F", "C", "F", "C", "F", "H", "C", "F", "C", "F"], "positions_angstrom": [[3.222, 1.834, -2.976], [1.941, 1.150, -3.038], [1.550, 0.813, -1.686], [2.572, 1.301, -0.785], [3.609, 1.928, -1.580], [1.851, 2.771, -1.897], [1.645, 4.388, -0.749], [1.987, 4.742, -2.122], [1.002, 4.157, -2.998], [0.035, 3.402, -2.186], [-0.907, 2.378, -2.587], [-2.253, 2.393, -2.150], [-3.197, 1.473, -2.698], [-4.494, 1.437, -2.205], [-4.883, 2.319, -1.180], [-3.990, 3.283, -0.690], [-2.696, 3.333, -1.176], [0.450, 3.598, -0.776], [3.817, 2.137, -3.831], [1.427, 0.860, -3.951], [0.677, 0.229, -1.388], [2.582, 1.170, 0.292], [4.547, 2.325, -1.199], [2.160, 4.721, 0.149], [2.805, 5.398, -2.415], [0.910, 4.296, -4.068], [-0.614, 1.716, -3.411], [-2.862, 0.786, -3.474], [-5.205, 0.713, -2.606], [-5.890, 2.260, -0.767], [-4.294, 3.995, 0.083], [-1.992, 4.077, -0.790], [-0.140, 3.225, 0.052], [4.807, -4.424, -0.699], [3.683, -3.795, -0.321], [2.448, -4.426, -0.436], [2.379, -5.681, -0.916], [1.285, -3.778, 0.001], [0.140, -4.495, -0.153], [1.303, -2.511, 0.595], [0.008, -1.714, 1.103], [-1.326, -2.613, 1.140], [-2.320, -2.505, 0.170], [-2.205, -1.604, -0.853], [-3.446, -3.337, 0.170], [-4.359, -3.239, -0.815], [-3.606, -4.295, 1.168], [-4.656, -5.130, 1.138], [-2.650, -4.412, 2.172], [-2.760, -5.351, 3.125], [-1.539, -3.566, 2.140], [-0.618, -3.802, 3.111], [0.208, -1.166, 2.600], [-0.532, -0.067, 3.037], [-1.474, 0.502, 2.226], [-0.358, 0.486, 4.310], [-1.076, 1.560, 4.686], [0.541, -0.094, 5.198], [0.689, 0.411, 6.432], [1.252, -1.229, 4.820], [2.063, -1.856, 5.689], [1.088, -1.727, 3.527], [1.830, -2.832, 3.259], [-0.163, -0.741, 0.320], [2.573, -1.941, 0.726], [2.734, -0.765, 1.403], [3.748, -2.536, 0.272], [4.940, -1.933, 0.459]], "homo_ev": [-8.2, -8.2], "max_force_ha_per_bohr": 0.0515, "spin_multiplicity": 5, "charge": 0}

=====

{"formula": "C19H60AsF6O11", "method": "ωB97M-V/def2-TZVPD", "symbols": ["As", "F", "F", "F", "F", "F", "F", "C", "C", "C", "O", "H", "H", "H", "H", "H", "H", "H", "H", "C", "C", "C", "O", "H", "H", "H", "H", "H", "H", "H", "H", "C", "C", "C", "O", "H", "H", "H", "H", "H", "H", "H", "H", "C", "C", "C", "O", "H", "H", "H", "H", "H", "H", "H", "H", "C", "O", "H", "H", "H", "H", "C", "O", "H", "H", "H", "H", "C", "O", "H", "H", "H", "H", "C", "O", "H", "H", "H", "H", "C", "O", "H", "H", "H", "H", "C", "O", "H", "H", "H", "H", "C", "O", "H", "H", "H", "H"], "positions_angstrom": [[-3.881, 9.619, -20.609], [-4.756, 11.010, -19.825], [-5.370, 9.049, -21.346], [-3.022, 8.277, -21.322], [-2.350, 10.022, -19.786], [-4.352, 8.775, -19.115], [-3.683, 10.796, -21.977], [-6.645, 11.008, -23.580], [-5.706, 10.554, -24.788], [-6.129, 11.242, -26.108], [-4.433, 11.135, -24.513], [-7.609, 10.504, -23.646], [-6.903, 12.055, -23.417], [-6.142, 10.704, -22.662], [-5.727, 9.482, -24.979], [-5.612, 11.078, -27.053], [-6.122, 12.297, -25.833], [-7.166, 10.995, -26.338], [-4.276, 10.895, -23.597], [0.845, 4.845, -23.393], [0.701, 6.255, -22.695], [-0.647, 6.403, -22.058], [1.592, 6.447, -21.601], [-0.045, 4.428, -23.862], [1.132, 4.117, -22.634], [1.629, 4.816, -24.150], [0.874, 7.046, -23.425], [-0.816, 5.530, -21.428], [-1.387, 6.457, -22.856], [-0.832, 7.220, -21.359], [1.399, 5.674, -21.064], [-1.803, 9.221, -24.275], [-2.012, 8.884, -25.696], [-1.663, 7.396, -26.048], [-3.332, 9.242, -26.043], [-2.204, 10.231, -24.190], [-0.765, 9.168, -23.947], [-2.343, 8.577, -23.581], [-1.351, 9.590, -26.199], [-2.133, 6.740, -25.315], [-0.574, 7.361, -26.040], [-2.017, 7.205, -27.061], [-3.502, 10.121, -25.695], [-1.679, 13.042, -19.996], [-0.870, 14.297, -20.103], [-0.884, 14.817, -21.563], [-1.470, 15.243, -19.324], [-1.973, 12.875, -18.960], [-1.288, 12.116, -20.416], [-2.643, 13.209, -20.477], [0.112, 14.167, -19.649], [-0.267, 14.283, -22.286], [-0.363, 15.768, -21.681], [-1.880, 14.884, -22.001], [-1.988, 15.733, -19.966], [-7.961, 7.427, -20.412], [-6.938, 7.067, -19.479], [-8.318, 8.429, -20.173], [-7.615, 7.450, -21.445], [-8.784, 6.754, -20.170], [-6.314, 7.797, -19.482], [-4.980, 11.247, -16.563], [-4.669, 12.280, -17.528], [-4.388, 10.349, -16.737], [-4.969, 11.510, -15.505], [-6.022, 11.001, -16.766], [-4.791, 11.797, -18.349], [-4.396, 6.943, -16.355], [-5.534, 7.781, -16.509], [-4.080, 6.334, -17.202], [-3.648, 7.706, -16.139], [-4.448, 6.349, -15.443], [-5.445, 8.303, -17.310], [-0.020, 9.286, -17.099], [-1.322, 9.010, -17.495], [0.120, 10.252, -16.614], [0.283, 8.410, -16.525], [0.555, 9.201, -18.021], [-1.645, 9.560, -18.213], [-7.987, 11.698, -19.967], [-9.085, 11.362, -19.091], [-7.816, 10.841, -20.618], [-8.047, 12.635, -20.520], [-7.101, 11.786, -19.338], [-9.768, 11.205, -19.747], [-4.785, 6.678, -23.651], [-4.967, 5.323, -23.286], [-3.823, 7.002, -23.255], [-4.833, 6.747, -24.738], [-5.550, 7.353, -23.268], [-4.967, 5.161, -22.340], [0.822, 9.992, -21.101], [1.942, 9.248, -20.697], [0.854, 11.068, -20.932], [0.730, 9.901, -22.183], [-0.104, 9.663, -20.629], [1.850, 8.345, -21.009]], "homo_ev": -7.2, "max_force_ha_per_bohr": 0.0569, "e_above_lowest_kcal_mol": 60.46, "charge": -1}

=====

{"formula": "F3H2HfOPb", "method": "ωB97M-V/def2-TZVPD", "symbols": ["Pb", "Hf", "F", "F", "F", "O", "H", "H"], "positions_angstrom": [[1.816, 1.102, 0.688], [-1.388, 1.071, 0.145], [0.132, -0.021, -0.039], [0.002, 2.181, 0.733], [-0.650, 1.519, -1.479], [-0.294, -2.132, 0.107], [-0.192, -1.210, -0.130], [0.574, -2.511, -0.025]], "homo_ev": -22.6, "max_force_ha_per_bohr": 0.1272, "charge": 3}

=====

{"formula": "C26H45N4O2PS2V", "method": "ωB97M-V/def2-TZVPD", "symbols": ["V", "N", "C", "N", "C", "C", "S", "C", "C", "S", "C", "N", "N", "H", "H", "H", "H", "H", "H", "C", "C", "O", "H", "H", "H", "H", "H", "H", "O", "P", "C", "C", "C", "C", "C", "C", "C", "C", "C", "C", "C", "C", "C", "C", "C", "C", "C", "C", "H", "H", "H", "H", "H", "H", "H", "H", "H", "H", "H", "H", "H", "H", "H", "H", "H", "H", "H", "H", "H", "H", "H", "H", "H", "H", "H", "H", "H", "H", "H", "H", "H"], "positions_angstrom": [[-0.544, -0.448, -1.838], [-3.054, -2.473, -0.227], [-2.055, -3.024, -0.916], [-1.139, -2.361, -1.644], [-0.233, -3.246, -2.247], [-0.436, -4.544, -1.941], [-1.800, -4.740, -0.913], [0.731, -2.642, -3.136], [1.583, -3.221, -4.006], [2.452, -2.050, -4.913], [1.605, -0.776, -4.085], [0.740, -1.240, -3.162], [1.824, 0.496, -4.390], [-3.372, -1.536, -0.413], [-3.725, -3.082, 0.227], [0.143, -5.394, -2.269], [1.735, -4.277, -4.173], [2.471, 0.731, -5.132], [1.337, 1.259, -3.952], [-3.936, -0.065, -4.136], [-2.496, -0.516, -4.162], [-1.703, 0.214, -3.102], [-4.500, -0.647, -4.866], [-4.037, 0.986, -4.419], [-4.395, -0.226, -3.159], [-2.029, -0.298, -5.123], [-2.393, -1.577, -3.947], [-1.974, 1.153, -3.176], [0.273, -0.375, -0.389], [0.454, 0.423, 0.994], [1.147, 2.069, 0.498], [2.283, 2.556, 1.414], [3.627, 1.899, 1.097], [3.964, 2.040, -0.384], [2.876, 1.400, -1.247], [1.537, 2.093, -0.986], [-1.305, 0.572, 1.533], [-2.270, 0.866, 0.368], [-2.454, 2.344, 0.024], [-2.832, 3.127, 1.284], [-1.776, 2.985, 2.375], [-1.525, 1.518, 2.737], [1.373, -0.749, 2.076], [0.517, -2.026, 2.297], [-0.140, -2.042, 3.679], [0.932, -2.070, 4.776], [2.196, -1.313, 4.364], [1.875, -0.161, 3.411], [0.286, 2.723, 0.647], [2.008, 2.414, 2.461], [2.375, 3.634, 1.260], [3.608, 0.834, 1.352], [4.399, 2.371, 1.704], [4.926, 1.573, -0.595], [4.062, 3.097, -0.648], [2.794, 0.329, -1.015], [3.151, 1.495, -2.299], [0.716, 1.642, -1.611], [1.609, 3.141, -1.289], [-1.507, -0.449, 1.874], [-3.247, 0.457, 0.640], [-1.924, 0.309, -0.554], [-3.254, 2.446, -0.714], [-1.543, 2.763, -0.419], [-3.792, 2.757, 1.658], [-2.977, 4.175, 1.029], [-2.117, 3.499, 3.273], [-0.852, 3.490, 2.079], [-2.406, 1.148, 3.267], [-0.691, 1.445, 3.436], [2.235, -1.014, 1.449], [1.188, -2.885, 2.237], [-0.227, -2.159, 1.501], [-0.788, -2.914, 3.770], [-0.789, -1.169, 3.808], [1.188, -3.099, 5.035], [0.514, -1.662, 5.698], [2.915, -1.984, 3.884], [2.716, -0.932, 5.242], [2.764, 0.447, 3.257], [1.113, 0.466, 3.881]], "homo_ev": [-19.6, -19.6], "max_force_ha_per_bohr": 0.0686, "spin_multiplicity": 2, "charge": 4}

=====

{"formula": "C3H4N2S3", "method": "ωB97M-V/def2-TZVPD", "symbols": ["S", "C", "N", "N", "C", "C", "S", "S", "H", "H", "H", "H"], "positions_angstrom": [[3.439, 0.278, -0.344], [1.833, 0.094, -0.255], [1.098, 0.636, 0.769], [-0.281, 0.330, 0.835], [-1.299, 0.848, -0.045], [-0.675, -0.471, -0.264], [-1.678, -1.915, 0.169], [0.734, -0.769, -1.408], [1.283, 1.389, 1.381], [-1.123, 1.638, -0.839], [-2.313, 0.911, 0.404], [-1.017, -2.970, -0.404]], "smiles": "S=C1NN2C[C@@]2(S)S1", "homo_ev": -8.8, "max_force_ha_per_bohr": 0.0570, "e_above_lowest_kcal_mol": 49.25, "charge": 0}

=====

{"formula": "C4H10NO3", "method": "ωB97M-V/def2-TZVPD", "symbols": ["C", "N", "C", "C", "C", "O", "O", "H", "H", "H", "H", "H", "H", "H", "H", "H", "H", "O"], "positions_angstrom": [[0.422, -2.433, 0.004], [1.434, -1.498, -0.566], [0.697, 0.247, -2.147], [1.110, -0.053, -0.694], [-0.086, 0.316, 0.207], [0.144, 1.268, 1.038], [-1.217, -0.118, -0.081], [-0.510, -2.353, -0.545], [0.245, -2.108, 1.030], [0.939, -3.374, 0.174], [1.667, -1.914, -1.457], [-0.279, -0.197, -2.346], [0.575, 1.329, -2.250], [1.485, -0.084, -2.832], [2.042, 0.449, -0.439], [-2.665, 2.134, 1.329], [-1.253, 1.713, 1.760], [-2.126, 2.035, 2.124]], "homo_ev": -4.7, "max_force_ha_per_bohr": 0.0540, "e_above_lowest_kcal_mol": 27.10, "charge": -1}

=====

{"formula": "C2H3N3O", "method": "ωB97M-V/def2-TZVPD", "symbols": ["N", "C", "C", "N", "N", "O", "H", "H", "H"], "positions_angstrom": [[0.420, 1.452, -0.523], [0.250, 0.467, 0.422], [-0.700, -0.584, -0.012], [-0.456, -1.807, 0.357], [-0.205, -2.875, 0.636], [0.813, 0.470, 1.500], [1.164, 2.105, -0.319], [0.324, 1.188, -1.492], [-1.610, -0.415, -0.570]], "homo_ev": -9.1, "max_force_ha_per_bohr": 0.0283, "e_above_lowest_kcal_mol": 31.11, "charge": 0}